# 1
A molecular structure, C12H44AsF6O10 at a distorted geometry. Source: OMol25; level of theory: wB97M-V/def2-TZVPD.

LUMO (alpha / beta): 4.73 / 4.70 eV
HOMO energy (alpha / beta): 1.09 / -5.21 eV
<S²>: 0.752
energy above the lowest of the compared OMol25 structures with the same formula, charge and spin: 0.0 kJ/mol
orbital gap (alpha / beta): 3.644 / 9.918 eV
maximum force: 2.79 eV/A
electronic energy: -110780.7328 eV

The geometry in ORCA input format:
```
! wB97M-V def2-TZVPD RIJCOSX def2/J DEFGRID3
* xyz -2 2
As 20.2889 -19.0983 0.4348
F 21.9276 -18.4300 0.5182
F 20.8675 -20.4883 1.4620
F 18.6337 -19.7308 0.1658
F 19.7415 -17.5728 -0.4701
F 20.7776 -19.9222 -1.1371
F 19.7085 -18.3518 1.9357
O 19.2473 -15.0762 -2.0216
H 19.5331 -15.6469 -1.3082
H 19.9617 -15.1114 -2.6578
O 20.1638 -22.9236 -2.6182
H 19.4231 -22.8865 -2.0130
H 20.9119 -22.6263 -2.1004
O 24.5218 -17.1097 -0.8332
H 24.3572 -18.0484 -0.7435
H 24.3616 -16.7534 0.0406
O 15.9688 -19.3878 -0.1039
H 16.8981 -19.5456 -0.2706
H 15.9245 -19.1789 0.8291
O 17.8323 -18.8253 -3.0572
H 18.2038 -18.7710 -2.1767
H 18.3189 -19.5329 -3.4798
O 21.3530 -20.1443 -3.8163
H 20.9523 -20.0747 -2.9498
H 20.7816 -20.7428 -4.2975
C 19.3741 -20.4269 6.4280
C 19.8375 -20.6308 5.0155
C 18.9272 -21.6495 4.3172
O 19.7710 -19.3729 4.4389
H 19.3222 -21.3073 7.0684
H 18.3603 -20.0392 6.3286
H 19.9894 -19.7041 6.9639
H 20.8679 -20.9616 5.1460
H 19.3942 -21.8667 3.3566
H 17.9783 -21.1877 4.0443
H 18.8498 -22.6680 4.6975
H 20.0403 -19.3891 3.5176
C 16.8706 -15.7616 1.0868
C 16.6529 -16.9514 1.9858
C 17.1809 -16.5350 3.3885
O 15.2455 -17.0720 2.1289
H 16.5921 -14.8133 1.5464
H 16.4431 -15.8955 0.0931
H 17.9320 -15.7140 0.8436
H 17.1358 -17.8640 1.6366
H 17.3261 -17.3958 4.0412
H 16.5420 -15.8352 3.9273
H 18.1703 -16.1009 3.2442
H 14.9912 -17.7326 2.7774
C 21.2975 -15.1589 2.0130
C 22.6964 -15.5674 2.5345
C 22.6014 -16.6815 3.5700
O 23.3038 -16.1285 1.3921
H 20.7025 -14.7060 2.8062
H 20.7517 -15.9666 1.5255
H 21.4448 -14.4322 1.2141
H 23.2376 -14.6967 2.9048
H 21.9513 -17.5100 3.2888
H 22.0842 -16.2414 4.4226
H 23.5798 -17.1249 3.7550
H 22.5933 -16.4901 0.8572
C 21.8835 -24.8631 -0.6602
C 22.2058 -23.7913 0.4282
C 23.4266 -22.9682 0.0817
O 21.0687 -22.9660 0.5758
H 21.7937 -24.3359 -1.6100
H 20.9571 -25.4150 -0.5008
H 22.5863 -25.6840 -0.8027
H 22.3575 -24.2929 1.3840
H 24.3191 -23.5534 0.3035
H 23.4204 -22.1153 0.7604
H 23.5126 -22.5986 -0.9402
H 21.3814 -22.1209 0.9070
*
```

=====

# 2
A molecular structure, C55H51AsCl2IrNO3P at a distorted geometry. Source: OMol25; level of theory: wB97M-V/def2-TZVPD.

LUMO (alpha / beta): -5.27 / -7.32 eV
HOMO energy (alpha / beta): -11.69 / -13.36 eV
<S²>: 8.808
orbital gap (alpha / beta): 6.417 / 6.035 eV
maximum force: 3.28 eV/A
electronic energy: -163485.4889 eV

The geometry in ORCA input format:
```
! wB97M-V def2-TZVPD RIJCOSX def2/J DEFGRID3
* xyz 2 6
Ir 0.4514 -1.0667 0.4607
C 2.8487 -3.5985 -0.3166
C 3.8447 -2.9127 0.6005
C 3.9434 -3.7080 1.9523
C 3.4856 -1.4417 0.8658
C 4.4962 -0.7563 1.8000
O 3.8157 -0.5030 3.0648
C 2.5379 -0.8145 2.8337
N 2.2135 -1.2451 1.6143
C 1.6096 -0.7160 3.9133
C 2.0860 -1.0044 5.1832
C 1.3400 -0.8347 6.3356
C 0.0002 -0.5278 6.2494
C -0.5198 -0.2789 4.9465
C 0.2168 -0.4556 3.7712
P -0.6585 -0.0816 2.2309
C -2.4389 -0.4256 2.3603
C -3.2915 0.4577 1.7609
C -4.6839 0.3065 1.7873
C -5.2256 -0.7805 2.4211
C -4.3664 -1.7097 3.0584
C -2.9719 -1.5377 3.0338
C -0.3806 1.6980 2.2581
C -1.0726 2.4808 3.2229
C -0.7751 3.8368 3.2806
C 0.2452 4.3825 2.4978
C 1.0679 3.6055 1.7106
C 0.6036 2.2951 1.4672
H 3.1637 -4.6494 -0.4577
H 2.6118 -3.0127 -1.2369
H 1.9543 -3.6802 0.2567
H 4.8180 -2.8744 0.1565
H 2.9946 -3.5432 2.5822
H 4.8684 -3.5016 2.5097
H 4.1454 -4.7537 1.6879
H 3.4581 -0.8654 -0.0661
H 4.7941 0.2936 1.5191
H 5.2766 -1.4247 2.0097
H 3.1258 -1.3094 5.2789
H 1.8461 -0.9794 7.2618
H -0.6286 -0.2696 7.1211
H -1.5730 0.0374 4.9152
H -2.8942 1.3298 1.2291
H -5.3108 1.1082 1.4282
H -6.2895 -0.8908 2.3656
H -4.8293 -2.6510 3.4777
H -2.2707 -2.2234 3.5505
H -1.7362 1.9409 3.8703
H -1.3308 4.4738 3.8815
H 0.5015 5.4153 2.8309
H 2.0092 3.9603 1.2523
H 1.1560 1.5875 0.9082
Cl -4.0604 -6.7908 3.6110
C -2.7068 -5.8106 3.1390
C -1.7885 -5.6405 4.1015
C -0.6830 -4.8011 3.8390
Cl 0.4645 -4.4938 5.0248
C -0.5627 -4.0825 2.5146
O 0.4338 -3.3707 2.2809
C -1.6169 -4.3138 1.5200
C -1.7354 -3.6186 0.2273
O -1.2695 -2.5827 -0.1273
C -2.7180 -5.1382 1.8634
H -1.9761 -6.2051 5.0555
H -2.3221 -4.1641 -0.5216
H -3.4525 -5.2570 1.1057
C 3.3077 -1.3312 -3.4913
C 2.7268 0.0666 -3.2855
C 3.8213 0.9494 -2.7830
C 2.0754 0.4888 -4.6050
C 1.6726 0.0439 -2.2180
C 0.8808 0.0389 -1.2656
H 4.0239 -1.3742 -4.3176
H 2.4881 -2.1002 -3.7684
H 3.6614 -1.7947 -2.5488
H 4.5254 0.9359 -3.5882
H 4.2155 0.5288 -1.8577
H 3.4728 1.9555 -2.5894
H 2.8700 0.8466 -5.2112
H 1.4494 1.3458 -4.3757
H 1.5541 -0.4139 -5.0345
C -4.7421 3.6162 -0.9803
C -4.8133 2.7393 -2.0635
C -3.6601 2.1400 -2.5251
C -2.4228 2.4786 -1.9864
C -2.3501 3.3813 -0.9085
C -3.5240 3.8900 -0.4194
As -0.7748 1.9757 -2.6891
C -1.0251 0.7676 -4.1827
C -0.9995 -0.5987 -3.8018
C -0.8269 -1.6053 -4.7611
C -0.8742 -1.2923 -6.1560
C -1.0833 0.0405 -6.5011
C -1.1361 1.0602 -5.5667
C -0.0244 3.6477 -3.2787
C -0.4769 4.3474 -4.3809
C 0.0309 5.5853 -4.5700
C 0.9944 6.1630 -3.7470
C 1.4094 5.5141 -2.6014
C 0.8824 4.2449 -2.3688
H -5.6721 4.0599 -0.6049
H -5.7446 2.4673 -2.5024
H -3.6999 1.3814 -3.3564
H -1.4086 3.6746 -0.4983
H -3.4103 4.5276 0.4514
H -0.7969 -0.8457 -2.7846
H -0.7386 -2.5930 -4.3824
H -0.9364 -2.0940 -6.8395
H -1.2405 0.2632 -7.5427
H -1.2187 2.0716 -5.9780
H -1.2627 3.9776 -4.9620
H -0.3628 6.1507 -5.4256
H 1.4380 7.1180 -4.0259
H 2.1799 5.9428 -1.9295
H 1.2573 3.7041 -1.5216
*
```

=====

The lowest maximum force belongs to which entry? C12H44AsF6O10

=====

Look up the <S²> of the second one. 8.808

=====

What did the first record say?
A molecular structure, C12H44AsF6O10 at a distorted geometry. Source: OMol25; level of theory: wB97M-V/def2-TZVPD.

LUMO (alpha / beta): 4.73 / 4.70 eV
HOMO energy (alpha / beta): 1.09 / -5.21 eV
<S²>: 0.752
energy above the lowest of the compared OMol25 structures with the same formula, charge and spin: 0.0 kJ/mol
orbital gap (alpha / beta): 3.644 / 9.918 eV
maximum force: 2.79 eV/A
electronic energy: -110780.7328 eV

The geometry in ORCA input format:
```
! wB97M-V def2-TZVPD RIJCOSX def2/J DEFGRID3
* xyz -2 2
As 20.2889 -19.0983 0.4348
F 21.9276 -18.4300 0.5182
F 20.8675 -20.4883 1.4620
F 18.6337 -19.7308 0.1658
F 19.7415 -17.5728 -0.4701
F 20.7776 -19.9222 -1.1371
F 19.7085 -18.3518 1.9357
O 19.2473 -15.0762 -2.0216
H 19.5331 -15.6469 -1.3082
H 19.9617 -15.1114 -2.6578
O 20.1638 -22.9236 -2.6182
H 19.4231 -22.8865 -2.0130
H 20.9119 -22.6263 -2.1004
O 24.5218 -17.1097 -0.8332
H 24.3572 -18.0484 -0.7435
H 24.3616 -16.7534 0.0406
O 15.9688 -19.3878 -0.1039
H 16.8981 -19.5456 -0.2706
H 15.9245 -19.1789 0.8291
O 17.8323 -18.8253 -3.0572
H 18.2038 -18.7710 -2.1767
H 18.3189 -19.5329 -3.4798
O 21.3530 -20.1443 -3.8163
H 20.9523 -20.0747 -2.9498
H 20.7816 -20.7428 -4.2975
C 19.3741 -20.4269 6.4280
C 19.8375 -20.6308 5.0155
C 18.9272 -21.6495 4.3172
O 19.7710 -19.3729 4.4389
H 19.3222 -21.3073 7.0684
H 18.3603 -20.0392 6.3286
H 19.9894 -19.7041 6.9639
H 20.8679 -20.9616 5.1460
H 19.3942 -21.8667 3.3566
H 17.9783 -21.1877 4.0443
H 18.8498 -22.6680 4.6975
H 20.0403 -19.3891 3.5176
C 16.8706 -15.7616 1.0868
C 16.6529 -16.9514 1.9858
C 17.1809 -16.5350 3.3885
O 15.2455 -17.0720 2.1289
H 16.5921 -14.8133 1.5464
H 16.4431 -15.8955 0.0931
H 17.9320 -15.7140 0.8436
H 17.1358 -17.8640 1.6366
H 17.3261 -17.3958 4.0412
H 16.5420 -15.8352 3.9273
H 18.1703 -16.1009 3.2442
H 14.9912 -17.7326 2.7774
C 21.2975 -15.1589 2.0130
C 22.6964 -15.5674 2.5345
C 22.6014 -16.6815 3.5700
O 23.3038 -16.1285 1.3921
H 20.7025 -14.7060 2.8062
H 20.7517 -15.9666 1.5255
H 21.4448 -14.4322 1.2141
H 23.2376 -14.6967 2.9048
H 21.9513 -17.5100 3.2888
H 22.0842 -16.2414 4.4226
H 23.5798 -17.1249 3.7550
H 22.5933 -16.4901 0.8572
C 21.8835 -24.8631 -0.6602
C 22.2058 -23.7913 0.4282
C 23.4266 -22.9682 0.0817
O 21.0687 -22.9660 0.5758
H 21.7937 -24.3359 -1.6100
H 20.9571 -25.4150 -0.5008
H 22.5863 -25.6840 -0.8027
H 22.3575 -24.2929 1.3840
H 24.3191 -23.5534 0.3035
H 23.4204 -22.1153 0.7604
H 23.5126 -22.5986 -0.9402
H 21.3814 -22.1209 0.9070
*
```

=====

Among the records above, which one has the lowest electronic energy? C55H51AsCl2IrNO3P